No. 1
The following is a DFT calculation (ωB97M-V/def2-TZVPD) of one molecule with the formula C21H35N3O4.

Cartesian coordinates (Å):
C 0.397 2.978 1.303
C -0.344 1.881 1.321
C -0.783 1.140 0.095
C -0.246 -0.298 0.013
C -0.270 -0.985 1.366
O 0.739 -1.258 1.991
N -1.511 -1.261 1.834
C -1.720 -1.830 3.144
C -1.478 -3.340 3.155
C -3.155 -1.500 3.547
O -3.977 -1.123 2.725
N -3.452 -1.695 4.848
C -4.781 -1.431 5.373
C -5.052 0.046 5.654
C -4.085 0.603 6.692
C -6.499 0.218 6.100
C -0.847 -1.092 -1.177
N 0.416 -0.884 -1.888
C 0.996 -1.600 -2.896
O 2.203 -1.629 -3.022
C 0.031 -2.313 -3.838
C 0.659 -3.612 -4.332
C -0.384 -1.410 -5.010
O 0.753 -1.238 -5.822
C -1.684 -1.922 -5.685
C -2.478 -0.911 -4.831
C -1.162 -0.137 -4.600
C 1.122 -0.389 -0.702
H 0.691 3.478 2.217
H 0.735 3.415 0.370
H -0.661 1.468 2.275
H -1.879 1.100 0.087
H -0.480 1.675 -0.809
H -2.347 -0.961 1.353
H -1.025 -1.353 3.843
H -1.596 -3.754 4.157
H -2.184 -3.837 2.488
H -0.463 -3.539 2.815
H -2.703 -1.921 5.480
H -5.500 -1.799 4.640
H -4.900 -2.015 6.289
H -4.908 0.582 4.711
H -4.192 0.073 7.643
H -3.048 0.513 6.366
H -4.280 1.660 6.880
H -6.682 -0.323 7.033
H -6.733 1.268 6.275
H -7.194 -0.162 5.349
H -1.053 -2.142 -0.946
H -1.725 -0.643 -1.648
H -0.886 -2.535 -3.283
H 0.819 -4.300 -3.502
H 0.016 -4.099 -5.065
H 1.622 -3.402 -4.791
H 0.536 -0.618 -6.524
H -1.693 -1.644 -6.741
H -1.923 -2.981 -5.596
H -3.291 -0.377 -5.318
H -2.858 -1.359 -3.912
H -0.959 0.299 -3.623
H -1.027 0.634 -5.362
H 1.649 0.555 -0.845
H 1.800 -1.124 -0.270

Forces on the atoms, in the same order (eV/Å):
-0.0008 -0.0009 0.0015
0.1789 0.0724 -0.1095
-0.3203 -0.1230 0.1293
0.3415 0.1074 0.0198
-0.1822 -0.0780 -0.0410
-0.0054 0.0067 -0.0002
-0.0097 0.0110 -0.0024
0.0092 0.0184 0.0018
-0.0042 0.0016 0.0044
-0.0049 -0.0326 -0.0177
0.0016 0.0017 -0.0006
0.0259 0.0334 -0.0026
-0.0027 0.0129 -0.0227
0.0108 0.0153 -0.0069
-0.0138 -0.0118 0.0001
0.0021 -0.0089 0.0059
-0.0045 0.0023 -0.0017
0.0371 -0.0413 0.0057
-0.0193 0.0237 0.0069
0.0052 -0.0019 -0.0090
-0.0122 0.0098 0.0100
0.0103 -0.0018 0.0062
0.0067 -0.0005 -0.0304
-0.0053 0.0108 -0.0016
-0.0058 -0.0072 0.0171
0.0046 0.0089 -0.0207
-0.0004 -0.0074 0.0228
-0.0174 0.0193 -0.0018
-0.0002 -0.0001 0.0002
-0.0003 -0.0005 -0.0007
0.0005 -0.0004 0.0004
-0.0008 0.0005 0.0003
-0.0007 -0.0006 -0.0007
-0.0012 -0.0026 0.0005
0.0034 -0.0031 -0.0017
-0.0001 -0.0007 -0.0007
0.0003 -0.0011 0.0000
-0.0001 0.0006 -0.0006
-0.0115 -0.0152 0.0079
-0.0151 -0.0185 0.0144
-0.0076 0.0026 0.0048
-0.0020 -0.0042 0.0123
0.0040 -0.0011 -0.0008
0.0067 0.0045 0.0107
0.0033 0.0020 -0.0071
-0.0039 0.0006 0.0000
0.0021 0.0009 -0.0007
-0.0005 0.0017 -0.0007
-0.0033 0.0018 -0.0008
0.0018 0.0040 0.0026
-0.0024 -0.0018 -0.0058
0.0000 0.0009 -0.0009
-0.0008 -0.0014 -0.0003
-0.0030 -0.0008 -0.0031
0.0034 -0.0122 0.0097
0.0032 0.0009 -0.0014
0.0004 0.0008 -0.0017
-0.0028 0.0007 0.0070
0.0017 -0.0058 -0.0010
0.0029 0.0089 -0.0052
-0.0034 0.0008 -0.0012
0.0016 -0.0001 0.0040
-0.0003 -0.0022 -0.0026

The LUMO energy comes out at 0.554 eV. The calculation puts the largest force on an atom at 0.37 eV Å⁻¹. As for the SMILES: C=CCC1(C(=O)N[C@H](C)C(=O)NCC(C)C)CN(C(=O)[C@H](C)C2(O)CCC2)C1. The value obtained for the HOMO energy is -0.3343 Eh. For the HOMO-LUMO gap, the calculation gives 9.651 eV.



No. 2
The following is a DFT calculation (ωB97M-V/def2-TZVPD) of a 9-piece molecular cluster, C26H34Cl4F4O21 overall at a distorted geometry.

Cartesian coordinates (Å):
C -22.747 9.053 30.558
C -21.298 9.065 29.990
C -20.519 7.740 29.815
O -19.982 7.906 28.493
C -20.582 8.871 27.807
O -20.326 9.281 26.699
O -21.361 9.539 28.704
H -22.742 8.550 31.525
H -23.402 8.463 29.917
H -23.249 9.971 30.860
H -20.657 9.791 30.491
H -21.262 6.946 29.743
H -19.750 7.706 30.587
C -20.856 15.505 34.627
C -22.249 15.377 35.314
C -23.113 14.256 34.796
O -23.734 13.780 35.938
C -23.150 14.315 37.062
O -23.358 14.077 38.197
O -22.270 15.310 36.744
H -20.348 14.559 34.441
H -20.149 15.883 35.366
H -20.712 16.019 33.676
H -22.758 16.287 34.997
H -22.465 13.622 34.190
H -23.877 14.654 34.128
C -26.340 12.360 39.093
C -26.639 11.090 38.310
C -26.136 9.828 39.050
O -27.262 9.020 38.743
C -28.355 9.654 38.484
O -29.534 9.162 38.511
O -28.036 10.941 38.433
H -27.130 13.108 39.016
H -25.404 12.890 38.913
H -26.369 12.133 40.158
H -26.319 11.035 37.270
H -26.081 9.978 40.128
H -25.184 9.444 38.683
C -23.639 10.452 34.256
Cl -25.097 10.202 33.253
Cl -24.064 10.537 35.974
H -22.974 9.601 34.109
H -23.163 11.407 34.036
C -26.152 8.387 30.419
Cl -25.813 7.683 28.880
Cl -27.701 7.759 31.146
H -25.312 8.371 31.114
H -26.391 9.424 30.185
C -27.051 12.759 35.155
C -27.799 11.518 34.721
O -28.029 11.842 33.393
C -28.308 13.192 33.347
O -28.812 13.729 32.370
O -27.897 13.735 34.494
F -28.900 11.237 35.472
H -26.058 12.789 34.706
H -26.924 12.823 36.236
H -27.197 10.613 34.804
C -18.835 5.896 32.772
C -17.838 6.373 33.850
O -18.659 7.084 34.706
C -19.861 7.326 34.179
O -20.723 7.907 34.779
O -19.975 6.773 32.962
F -16.878 7.186 33.437
H -19.039 4.827 32.838
H -18.475 6.148 31.774
H -17.416 5.451 34.250
C -17.880 12.217 33.204
C -17.936 10.960 34.110
O -19.138 10.346 33.762
C -19.973 11.237 33.112
O -20.968 11.022 32.496
O -19.303 12.427 33.059
F -17.938 11.207 35.407
H -17.376 12.114 32.242
H -17.433 13.051 33.745
H -17.064 10.420 33.742
C -24.934 7.057 36.552
C -26.212 7.292 35.811
O -25.811 7.188 34.435
C -24.509 7.099 34.346
O -23.946 7.042 33.240
O -23.956 7.000 35.560
F -26.557 8.497 35.929
H -24.979 6.151 37.156
H -24.645 7.870 37.219
H -26.989 6.612 36.161

Forces on the atoms, in the same order (eV/Å):
0.8199 -1.1672 0.9419
-0.6197 0.5762 1.2745
-1.5918 1.1468 -0.4184
1.2341 -1.6199 -0.1395
0.5633 2.5964 0.3068
-0.6723 -1.4020 1.4791
-0.8932 1.0077 -3.3316
0.2078 -0.5011 0.1026
0.1571 0.1193 -0.1996
0.5857 0.5559 -0.8306
-0.1733 -0.1238 0.6249
0.5060 -0.5223 0.5653
-0.0321 -0.6769 -0.4430
1.0040 -1.2051 1.5466
0.8505 2.4155 -2.1924
0.4227 1.2223 -1.1543
-0.0390 -1.0925 1.9028
0.6601 1.2458 -0.2767
-0.8787 -1.0906 0.3841
-0.0362 -1.1547 -1.5833
-0.5584 -0.6849 -0.0587
-0.1523 0.7953 -0.0202
-0.8723 0.4684 0.2763
-0.0746 0.3731 0.6054
-0.2881 -1.1154 0.5348
-0.0589 -0.1120 -0.0404
0.1886 0.7572 0.3579
1.1945 0.7782 1.7118
-0.8809 1.3660 -0.7668
1.8797 -4.3840 0.4055
-5.7311 -0.7310 1.2848
5.3065 2.1068 -0.6516
-1.5601 0.8286 -1.1463
-0.1248 -0.0994 -0.5812
0.1456 -0.3982 -0.3350
0.1412 -0.2201 0.0541
-0.1576 0.2821 -0.0237
-0.0427 -0.0523 0.0069
-0.3592 -0.3008 -0.1668
-0.0142 -0.0978 -0.0921
0.5413 0.3182 0.1033
0.0310 -0.1264 0.2249
-0.0297 0.1679 -0.0322
-0.1869 -0.3303 -0.3389
-1.2615 1.2816 0.4475
0.3590 -0.7456 -0.5566
1.0205 0.0816 -0.1134
-0.2880 -0.6538 -0.0166
0.0904 -0.0510 0.2954
-0.6438 -0.4769 0.0647
2.2949 -1.1081 0.6076
-1.4229 -0.1911 -0.2892
-1.0354 0.4096 -2.7180
1.3731 -1.0799 2.8822
0.4992 1.0797 0.5605
-0.5519 0.6628 -0.3707
-0.0338 -0.1110 -0.0787
-0.6495 0.7917 -0.1500
0.0494 0.1104 -0.4877
0.3795 1.6653 -0.9707
-1.7203 -1.8766 -0.5527
0.9842 -0.2226 1.2415
-2.1551 0.5906 0.8857
0.8233 -0.3295 -0.9394
0.3453 -0.8723 0.1252
1.1294 0.7863 -0.8154
-0.4867 0.2349 0.2110
0.2218 -0.3671 -0.0121
0.3682 0.5105 0.8525
-1.6030 0.1567 1.7736
1.1334 0.5545 -2.8897
-1.0621 -0.4533 -0.4958
2.1143 0.6000 -1.1313
0.0593 -0.2855 1.4156
-0.2190 0.6046 -0.6228
0.2670 0.3559 1.1086
-0.2605 -0.4143 0.0026
-0.2061 0.0557 -0.0341
-0.1905 -1.1367 0.9816
0.5597 -0.3288 1.2333
1.5693 -3.1264 -0.6681
-2.0675 -0.8854 0.6309
2.1065 -0.9063 -3.6385
-0.9353 0.4029 3.5108
1.4872 -0.2250 -0.9418
-2.3595 5.2024 0.9415
0.2668 -0.2340 -0.2720
-0.4421 0.1222 -0.0289
-0.3186 -0.0978 -0.8490

The LUMO energy comes out at -0.060 eV. The calculation puts the largest force on an atom at 5.92 eV Å⁻¹. As for the SMILES: O=C1OC[C@@H](F)O1.O=C1OC[C@@H](F)O1.O=C1OC[C@@H](F)O1.O=C1OC[C@@H](F)O1.C[C@H]1COC(=O)O1.C[C@H]1COC(=O)O1.C[C@H]1COC(=O)O1.ClCCl.ClCCl. The value obtained for the HOMO energy is -0.3876 Eh. For the HOMO-LUMO gap, the calculation gives 10.488 eV.



No. 3
The following is a DFT calculation (ωB97M-V/def2-TZVPD) of F6LiN3O12S6 as an isolated structure at a distorted geometry.

Cartesian coordinates (Å):
Li 0.618 0.036 -0.099
N 0.268 1.353 1.269
S 0.994 2.689 1.551
O 0.469 3.673 2.471
O 1.825 3.113 0.418
F 2.147 2.049 2.490
S -1.046 2.218 0.661
O -0.943 3.318 -0.362
O -2.236 2.170 1.462
F -1.382 0.929 -0.336
N -1.630 -1.242 2.292
S -0.355 -2.224 1.827
O 0.299 -1.731 0.633
O -0.366 -3.649 2.075
F 0.539 -1.737 3.031
S -2.546 -1.816 1.204
O -2.949 -3.189 1.604
O -2.129 -1.572 -0.180
F -3.857 -0.892 1.228
N 1.223 0.429 -1.919
S 2.488 -0.707 -2.154
O 3.409 -0.284 -3.150
O 2.159 -2.110 -1.948
F 3.230 -0.284 -0.745
S 0.297 -0.213 -3.086
O -0.515 -1.378 -2.741
O 0.748 0.034 -4.425
F -0.757 1.018 -3.070

Forces on the atoms, in the same order (eV/Å):
-0.4434 -0.6358 0.0068
-2.9291 2.4516 -0.1517
8.7495 2.4459 1.2686
-0.8985 -0.7934 -1.2530
-1.8023 -0.0491 1.6163
-0.2425 -0.2313 0.0617
-5.4552 -2.0948 -5.3802
0.7068 -2.6801 3.5468
1.3988 0.8041 0.4987
0.5912 1.0276 0.4031
2.3763 -0.8660 -0.1800
2.4826 0.2134 2.3030
0.2745 -0.3999 0.9238
-0.3101 1.5694 -0.7723
0.5282 0.3757 0.0210
-4.5178 -2.3638 -4.0627
-0.4299 2.6893 -1.2813
-0.8881 -1.0612 2.0919
0.4496 -0.3402 1.1088
1.8213 -3.5259 -1.5365
1.1196 0.3980 3.1537
-0.0107 -0.3962 -0.1469
0.4792 2.1386 -0.6515
-0.5417 -0.4003 -0.8862
-5.4408 1.9679 -1.0081
1.9454 1.7959 -0.6428
1.0982 -1.5026 0.1664
-0.1110 -0.5366 0.7825

The LUMO energy comes out at 4.716 eV. The calculation puts the largest force on an atom at 9.17 eV Å⁻¹. The value obtained for the HOMO energy is -0.1658 Eh. For the HOMO-LUMO gap, the calculation gives 9.227 eV. The total charge is -2.